The following is a DFT calculation (ωB97M-V with the def2-TZVPD basis set) of a 11-piece molecular cluster, C33H68Cl20O2S2 overall.

Values from the calculation:
LUMO level = -0.150 eV
2S+1 = 1
total energy = -11448.59622 Ha
largest force on an atom = 3.52 eV/A
HOMO level = -8.9 eV

Geometry (Å):
C -10.7275 -7.5315 3.2716
S -9.6541 -8.9905 2.8959
O -10.5521 -10.1991 2.6068
C -9.0964 -8.3770 1.2423
H -10.0145 -6.7076 3.3021
H -11.0913 -7.7010 4.2850
H -11.5176 -7.2670 2.5688
H -8.4736 -9.0930 0.7062
H -8.4738 -7.4838 1.1900
H -10.0000 -8.1724 0.6681
C -7.8365 1.0040 -1.0166
S -9.1520 0.3617 0.1035
O -8.7381 -1.0123 0.6509
C -8.7891 1.3865 1.6050
H -7.8758 0.5054 -1.9851
H -6.8376 0.8148 -0.6233
H -8.0408 2.0746 -1.0117
H -8.6561 2.3977 1.2204
H -7.9313 1.1622 2.2390
H -9.6632 1.3403 2.2545
C 5.8989 0.6857 -7.2375
Cl 5.4560 2.3588 -7.6515
Cl 7.3856 0.7155 -6.2423
Cl 4.6578 0.0814 -6.1420
Cl 6.0955 -0.4324 -8.6297
C 5.2522 3.0372 6.5628
Cl 4.2843 3.1344 8.0430
Cl 5.4491 1.2911 6.0811
Cl 4.3850 3.9199 5.3348
Cl 6.8385 3.7062 6.7229
C 8.3243 -3.9493 0.4028
Cl 8.0854 -2.1773 0.3327
Cl 7.0978 -4.7042 -0.6620
Cl 10.0162 -4.3071 -0.1394
Cl 8.1281 -4.4421 2.1418
C 2.1238 -9.5044 4.7796
Cl 1.7179 -7.8989 5.5397
Cl 2.8376 -9.2443 3.2277
Cl 3.1358 -10.5824 5.8020
Cl 0.5070 -10.3452 4.6190
C -5.6453 8.8162 1.5808
Cl -4.5417 7.4820 1.9121
Cl -4.8723 10.3380 1.9256
Cl -6.3307 8.7456 -0.0140
Cl -7.0138 8.6287 2.7008
C 7.0828 7.1380 -0.9101
C 8.3690 7.8481 -0.5874
C 8.2073 8.9257 0.5191
C 9.5163 9.7246 0.7808
C 9.4773 11.1169 0.1755
C 10.6678 11.9365 0.7173
H 7.2167 6.3336 -1.6333
H 6.3516 7.7636 -1.4220
H 6.6118 6.5959 -0.0901
H 9.0873 7.1157 -0.2189
H 8.7880 8.2587 -1.5060
H 7.8800 8.4723 1.4548
H 7.3791 9.5628 0.2088
H 9.6654 9.8012 1.8578
H 10.3517 9.2516 0.2647
H 9.6791 11.0545 -0.8938
H 8.5378 11.6299 0.3810
H 10.7494 12.9169 0.2479
H 10.5151 12.0420 1.7913
H 11.5982 11.4015 0.5271
C 0.0135 0.6854 -0.0821
C 0.8742 -0.3810 0.6192
C 0.6906 -1.7774 -0.0129
C -0.6524 -2.4715 0.3212
C -0.7310 -3.8184 -0.3912
C -1.6413 -4.8692 0.2872
H 0.0862 1.6056 0.4975
H -1.0241 0.3641 -0.1732
H 0.3921 0.8555 -1.0900
H 1.9352 -0.1629 0.4970
H 0.5863 -0.3450 1.6699
H 1.4444 -2.4389 0.4140
H 0.8743 -1.7294 -1.0862
H -0.5922 -2.5104 1.4088
H -1.5944 -2.0025 0.0371
H -0.9723 -3.5987 -1.4312
H 0.2832 -4.2176 -0.3781
H -1.9840 -5.5604 -0.4827
H -1.1569 -5.4261 1.0892
H -2.4824 -4.3988 0.7966
C -3.7826 3.7201 7.8411
C -3.0768 2.4604 7.3399
C -4.0476 1.3426 7.0014
C -3.2602 0.2551 6.2280
C -3.6880 -1.2142 6.3999
C -5.0913 -1.6086 5.7365
H -3.0231 4.4905 7.9738
H -4.2814 3.5433 8.7940
H -4.5161 4.0628 7.1112
H -2.5457 2.6898 6.4161
H -2.3189 2.1120 8.0414
H -4.8875 1.6365 6.3720
H -4.4461 0.9971 7.9553
H -3.1649 0.4366 5.1574
H -2.2077 0.3196 6.5043
H -2.8572 -1.8807 6.1683
H -3.8141 -1.4033 7.4660
H -5.3377 -2.6467 5.9598
H -5.9497 -1.0651 6.1313
H -4.8871 -1.4942 4.6719
C -0.5679 -1.9161 -11.1339
C -0.0053 -2.8649 -10.0603
C -0.1732 -4.3176 -10.3479
C 0.0033 -5.1349 -9.0387
C 1.4073 -5.5277 -8.5873
C 2.0344 -6.5084 -9.5275
H -1.6375 -2.1100 -11.2147
H -0.1433 -2.1737 -12.1042
H -0.3339 -0.8660 -10.9587
H 1.0232 -2.6094 -9.8054
H -0.5879 -2.5931 -9.1801
H 0.4345 -4.6964 -11.1697
H -1.2284 -4.5096 -10.5421
H -0.5336 -4.5784 -8.2705
H -0.6438 -6.0065 -9.1371
H 2.0083 -4.6396 -8.3923
H 1.3273 -6.1121 -7.6706
H 1.3335 -7.3026 -9.7846
H 2.2118 -6.0149 -10.4830
H 3.0230 -6.8298 -9.1994

Force components x, y, z for each atom (eV/Å):
0.984 -0.247 0.211
-1.467 -0.782 -1.212
1.317 1.839 0.361
-0.105 0.084 -0.390
0.005 0.152 0.106
-0.201 0.012 -0.169
0.050 -0.563 -0.090
-0.377 -0.578 0.369
-0.184 0.289 0.850
-0.021 -0.197 -0.038
-0.086 -0.230 0.883
1.869 -1.885 2.312
-0.736 1.274 -1.457
-0.463 0.974 -0.834
-0.474 0.286 0.024
-0.127 -0.005 0.358
0.138 0.007 -0.597
-0.216 0.282 0.294
0.227 -0.718 -0.692
-0.128 0.007 -0.284
0.206 -0.090 0.714
0.282 -0.563 -0.482
0.109 0.048 -0.618
-0.477 -0.322 -0.190
-0.125 0.922 0.576
-0.412 -1.001 -0.153
0.397 -0.133 0.102
-0.294 0.747 0.212
-0.252 0.075 -0.590
0.559 0.311 0.425
0.220 0.435 0.325
0.096 -0.458 -0.023
0.777 0.066 0.656
-1.160 -0.036 0.273
0.062 -0.006 -1.231
-1.435 -0.239 0.895
0.711 -0.968 -0.167
0.205 -0.029 -0.200
-0.294 0.936 -0.377
0.813 0.304 -0.154
-0.632 -0.402 0.938
0.259 -0.054 -0.344
0.316 0.380 -0.227
0.299 0.036 -0.730
-0.242 0.036 0.364
-0.624 -0.870 -0.838
0.026 0.065 1.034
0.539 -0.335 -0.680
-1.262 0.092 -0.668
1.225 0.589 0.115
-0.651 -0.182 0.029
0.469 -0.077 -0.209
-0.134 0.346 0.403
-0.015 0.494 0.410
0.188 -0.087 -0.058
0.057 0.289 0.049
-0.028 -0.315 -0.072
0.071 0.393 0.056
0.352 -0.091 -0.030
0.172 -0.466 0.556
-0.684 -0.098 -0.251
-0.036 0.002 -0.149
-0.074 0.042 0.096
0.350 0.226 0.083
0.060 -0.020 0.125
0.675 -0.299 0.091
-0.610 -0.276 -1.040
-0.822 0.400 0.569
0.532 0.009 -0.243
0.692 -0.412 1.231
-0.018 0.568 -0.444
-0.246 0.158 -0.231
-0.032 0.087 0.173
-0.043 0.160 -0.055
0.007 0.406 0.333
0.311 -0.426 0.169
0.173 -0.099 -0.104
-0.020 0.081 -0.151
-0.545 -0.553 0.178
0.242 0.875 0.162
-0.256 -0.330 -0.028
0.119 -0.239 -0.310
-0.231 -0.174 0.296
0.395 -0.010 -0.223
-0.319 0.073 -0.364
0.635 -0.216 -0.024
-0.715 0.592 -0.692
0.761 -0.868 -0.425
0.211 -0.929 0.135
-1.683 0.153 1.006
2.183 -0.105 0.421
-0.217 0.253 0.137
-0.054 0.046 0.015
-0.015 0.044 0.039
0.206 0.249 -0.059
-0.094 -0.083 0.138
-0.052 0.469 0.175
-0.189 -0.514 -0.092
-0.578 0.485 -0.235
0.121 -0.071 0.503
-0.250 -0.108 -0.741
0.007 0.158 0.337
0.282 -0.159 -0.192
0.308 0.560 -0.300
-0.866 0.045 -0.156
0.600 -0.865 -0.417
-0.183 1.759 -0.096
-0.432 -0.879 1.297
-0.391 -0.008 -0.243
-0.856 -0.396 0.506
0.570 0.723 -1.483
-0.099 0.383 0.013
0.055 0.066 -0.188
-0.256 -0.056 0.196
0.198 -0.030 -0.152
0.069 -0.329 0.385
-0.021 0.089 -0.055
-0.068 0.174 -0.725
0.271 0.249 0.255
0.366 -0.540 -0.066
0.193 -0.076 -0.058
-0.186 0.515 0.543
0.268 -0.374 0.417
0.147 0.047 -0.261
-0.242 -0.446 0.134